[1]
The following is a DFT calculation (the ωB97M-V functional and the def2-TZVPD basis) of a structure of composition C10H16O10Tl.

Structure (XYZ):
```
37
Properties=species:S:1:pos:R:3:lowdin_charge:R:1
Tl -13.42069 -1.54446 -23.99558 1.080
C -16.05397 -3.87552 -27.65380 0.081
C -17.15514 -4.72620 -27.62849 -0.385
C -17.61475 -5.32079 -26.34389 -0.358
O -18.53134 -6.15651 -26.27357 0.069
C -17.05057 -4.87070 -25.14355 0.141
C -15.96968 -3.93689 -25.07708 -0.323
C -15.36236 -3.53512 -26.44412 -0.360
O -14.37658 -2.80884 -26.42802 -0.029
O -15.36814 -3.63231 -24.05967 0.024
O -17.77383 -4.88358 -28.71038 0.013
H -15.65292 -3.43606 -28.55337 0.121
H -17.36902 -5.26393 -24.18730 0.135
O -13.20975 -3.84230 -22.39642 -0.379
H -12.44825 -3.91473 -21.80946 -0.088
O -15.34896 -1.66580 -21.86992 -0.332
H -16.13711 -1.32242 -22.30812 -0.105
C -10.76710 -4.25543 -24.86885 -0.241
C -10.10714 -3.41303 -23.81090 -0.254
O -10.10382 -2.02287 -24.13834 -0.114
O -12.16472 -4.02496 -24.91166 -0.166
H -10.64145 -5.31680 -24.63228 0.120
H -10.30714 -4.05460 -25.83884 0.118
H -9.11615 -3.75780 -23.49687 0.116
H -10.70009 -3.48552 -22.89594 0.095
H -9.25881 -1.74868 -24.49954 0.076
H -12.62523 -4.66121 -24.34392 0.069
C -15.92324 1.28855 -23.81793 -0.237
C -16.16043 0.85181 -25.24148 -0.235
O -15.82665 -0.52727 -25.44224 -0.125
O -14.54371 1.11365 -23.47578 -0.174
H -16.49962 0.68004 -23.11135 0.112
H -16.18999 2.34070 -23.68244 0.121
H -15.59623 1.49582 -25.92168 0.122
H -17.22620 1.01165 -25.44152 0.120
H -16.14306 -0.69106 -26.33815 0.091
H -14.29352 1.88471 -22.96251 0.084
```

Summary:
* total charge: -1
* HOMO: -4.07 eV

=====

[2]
The following is a DFT calculation (the ωB97M-V functional and the def2-TZVPD basis) of the ion C5H11N3 with charge +2.

Structure (XYZ):
```
19
Properties=species:S:1:pos:R:3:lowdin_charge:R:1
C 1.12716 -0.76965 0.12122 -0.084
C 1.25709 1.50795 -0.76783 0.274
C -1.66371 0.67764 0.30190 -0.129
C -1.55961 -0.58606 -0.52897 -0.304
C -0.35218 0.88971 1.06435 0.023
N -0.72012 -1.50187 -0.04400 0.164
N 0.88394 0.55387 0.03526 -0.033
N 2.10430 -1.50644 0.31911 0.323
H 0.87653 2.56305 -0.72209 0.169
H 1.97467 1.25139 -1.56034 0.148
H -1.94155 1.62929 -0.22891 0.155
H -2.51079 0.40116 0.85820 0.121
H -2.47947 -1.08393 -0.72979 0.162
H -1.28098 -0.14741 -1.58162 0.171
H -0.17532 1.98553 1.22628 0.156
H -0.19351 0.12199 1.83050 0.139
H -0.46177 -2.30235 -0.64133 0.139
H 2.03877 -2.47079 0.25585 0.140
H 3.07656 -1.21307 0.79223 0.267
```

Summary:
* total charge: +2
* HOMO (spin up / spin down): -18.28 / -18.29 eV
* energy above the lowest of the compared OMol25 structures with the same formula, charge and spin: 170.2 kcal/mol

=====

[3]
The following is a DFT calculation (the ωB97M-V functional and the def2-TZVPD basis) of the ion C11H12N3 with charge +1.

Structure (XYZ):
```
26
Properties=species:S:1:pos:R:3:lowdin_charge:R:1
C -2.52224 0.32163 -2.72160 -0.056
C -1.63875 -0.30803 -1.66313 -0.253
C -1.10781 -1.55475 -1.85477 -0.042
C -0.27645 -2.11267 -0.89397 -0.055
C 0.16627 -1.33989 0.15327 -0.072
C -0.40174 -0.13298 0.40087 -0.231
C -0.06347 0.63884 1.74671 -0.101
C 1.10794 1.39002 1.60980 -0.037
N 2.26350 0.97358 1.89253 0.185
C 3.47450 0.76372 2.14387 -0.066
N 4.15077 1.11447 3.27978 0.109
C 3.56213 1.74930 4.31571 -0.253
N 3.07662 2.17312 5.24121 0.218
C -1.21245 0.46548 -0.53268 0.007
H -3.62247 0.22202 -2.56311 0.089
H -2.35083 1.48150 -2.86902 0.125
H -2.47594 -0.29345 -3.61297 0.064
H -1.36136 -2.25041 -2.77560 0.166
H 0.16310 -3.06191 -0.94626 0.099
H 0.66535 -1.84861 0.94507 0.111
H -1.06835 1.19273 1.86469 0.166
H -0.03452 -0.17054 2.47375 0.134
H 0.87228 2.45518 1.25118 0.198
H 4.12286 0.11022 1.38487 0.217
H 5.10922 0.91284 3.36223 0.150
H -1.68501 1.42940 -0.32077 0.127
```

Summary:
* total charge: +1
* SMILES: Cc1cccc(C/C=N/C=[NH+]\C#N)c1
* HOMO: -12.29 eV
* energy above the lowest of the compared OMol25 structures with the same formula, charge and spin: 92.3 kcal/mol

=====

[4]
The following is a DFT calculation (the ωB97M-V functional and the def2-TZVPD basis) of a cluster of 3 separate species, C23H28F17N2O2 in total.

Structure (XYZ):
```
72
Properties=species:S:1:pos:R:3:lowdin_charge:R:1
C -6.35287 0.59102 0.97891 0.082
C -5.16700 -0.17801 1.14095 -0.066
C -3.77057 -1.08679 1.07048 -0.137
N -2.63882 -0.16583 0.63152 -0.105
C -2.99103 0.66003 -0.58978 0.092
C -1.60450 1.54299 -0.75345 -0.018
C -1.52192 2.65608 -1.95298 -0.142
C -0.20702 2.54235 -2.92417 -0.206
C -0.49904 3.56505 -4.21574 -0.215
C -0.25969 5.09540 -3.59564 -0.144
N -0.64007 1.14025 0.33993 -0.004
C 0.73394 1.72625 0.58094 -0.175
F 1.69998 1.51735 -0.53638 -0.075
C 0.62608 3.29263 1.08923 -0.146
C 1.01544 4.40724 -0.04790 -0.118
C -1.26027 0.07322 1.21523 0.129
H -7.11894 1.48576 0.80744 0.078
H -3.87535 -2.03049 0.37959 0.153
H -3.56742 -1.41366 2.19966 0.124
H -3.97374 0.70302 -1.22535 0.151
H -1.70107 3.74730 -1.50707 0.117
H -2.47086 2.46245 -2.65080 0.136
H 0.79139 2.97406 -2.43323 0.093
H -0.01510 1.46934 -3.35481 0.109
H -1.56079 3.41768 -4.68492 0.111
H 0.35731 3.43947 -5.03625 0.124
H -0.19367 5.91180 -4.43688 0.083
H 0.77842 5.14665 -3.00858 0.080
H -1.08856 5.39960 -2.82175 0.066
H 1.18862 1.12400 1.50554 0.179
H 1.43866 3.40750 1.95645 0.134
H -0.47283 3.41129 1.52973 0.138
H 1.81355 4.05689 -0.83312 0.085
H 0.05207 4.71179 -0.64277 0.053
H 1.34889 5.38729 0.54617 0.108
H -0.81146 -0.45078 2.17898 0.163
C 4.97487 0.12699 -4.90956 -0.048
C 6.00189 -0.40995 -3.90006 -0.427
C 5.85753 -1.88668 -3.53911 -0.291
F 4.64769 -2.18922 -3.02065 0.081
F 6.76563 -2.24182 -2.59513 0.097
F 5.98952 0.37864 -2.79244 0.120
F 7.24357 -0.23492 -4.45817 0.104
O 3.81275 0.76629 -4.36232 0.032
C 2.78162 -0.11941 -3.92171 -0.467
C 2.61181 -0.13491 -2.39508 -0.282
F 3.78420 -0.38471 -1.75521 0.090
F 1.74535 -1.11064 -2.01053 0.091
F 3.00680 -1.34676 -4.44797 0.122
F 1.63351 0.32689 -4.50127 0.120
H 5.47443 0.92022 -5.47104 0.151
H 4.70681 -0.62130 -5.66574 0.148
H 6.02335 -2.52297 -4.41659 0.178
H 2.23355 0.82591 -2.03555 0.124
C -2.16836 -4.91600 4.09538 -0.047
C -1.82583 -3.44883 3.79165 -0.426
C -0.61735 -2.88864 4.53840 -0.285
F -0.74465 -2.96040 5.88103 0.097
F -0.44218 -1.57375 4.25155 0.073
F -2.93313 -2.68468 3.98868 0.103
F -1.56159 -3.36773 2.44723 0.084
O -3.16343 -5.14598 5.10319 0.037
C -2.69358 -5.07123 6.45058 -0.471
C -3.23387 -3.85053 7.21062 -0.257
F -3.00170 -2.69087 6.54157 0.077
F -2.63089 -3.72504 8.42361 0.102
F -1.34124 -5.14332 6.44538 0.122
F -3.12268 -6.21083 7.05917 0.146
H -2.61205 -5.32770 3.18561 0.152
H -1.27137 -5.52416 4.26608 0.152
H 0.29995 -3.41684 4.25224 0.182
H -4.31271 -3.93533 7.36698 0.178
```

Summary:
* total charge: +1
* HOMO: -12.47 eV

=====

[5]
The following is a DFT calculation (the ωB97M-V functional and the def2-TZVPD basis) of the ion C7H10N3S with charge +1.

Structure (XYZ):
```
21
Properties=species:S:1:pos:R:3:lowdin_charge:R:1
C 1.31959 0.57064 -0.75883 -0.070
C 2.32985 0.02088 0.03663 -0.586
C 0.27516 -1.36662 0.08136 -0.354
C -1.04993 0.10887 -1.09356 -0.157
C -2.87299 -0.88422 0.05711 -0.151
C 3.78091 0.30333 0.11227 -0.135
C -1.74180 0.75573 1.30219 0.067
N 0.21403 -0.22588 -0.64572 -0.258
N -3.50104 -1.85937 0.10250 0.354
N -2.08698 0.11250 -0.05314 -0.072
S 1.86159 -1.45978 0.72308 1.071
H 1.28293 1.45600 -1.39263 0.139
H -1.66855 -0.56940 -1.82268 0.176
H -1.04084 1.14401 -1.59243 0.171
H 4.54803 -0.44230 0.40819 0.086
H 4.13389 0.84077 -0.81616 0.096
H 3.86962 1.22615 0.86878 0.129
H -0.93449 0.07728 1.75622 0.120
H -2.67982 0.60231 1.76376 0.075
H -1.59438 1.83252 1.13175 0.114
H -4.44478 -2.24342 -0.16870 0.184
```

Summary:
* total charge: +1
* HOMO: -12.32 eV
* energy above the lowest of the compared OMol25 structures with the same formula, charge and spin: 76.3 kcal/mol

=====

It is found that the energy values, taken in the order of the records, are -35790.743 -9810.561 -16062.261 -77558.107 -22715.936 eV.